1.
DFT (ωB97M-V with the def2-TZVPD basis set) results for a single C7H10N2O molecule at a distorted geometry.

XYZ file:
```
20
Properties=species:S:1:pos:R:3
C -0.0845 1.7048 0.0293
C 1.2770 1.6692 0.1074
C -1.1119 0.7107 -0.0350
C -1.0005 -0.5895 -0.3318
C 1.9597 -0.6044 0.1406
C -2.5204 1.3074 0.0774
C 2.9027 -1.6623 -0.1718
N 2.3159 0.6779 0.1088
N -1.5306 -1.7253 -0.0244
O 3.4797 1.2262 0.2789
H -0.6329 2.7291 0.0502
H 1.7507 2.5362 -0.1190
H -2.4373 2.2438 0.7338
H -3.1535 1.5095 -0.8987
H -3.0552 0.5231 0.6499
H 2.5533 -2.6470 0.0890
H 3.3136 -1.5605 -1.2004
H 3.7732 -1.5111 0.4920
H -1.8649 -1.6010 0.9499
H -1.6531 -2.6052 -0.5930
```

Output
Maximum force = 3.10 eV Å⁻¹
Energy above the lowest of the compared OMol25 structures with the same formula, charge and spin = 9.266 eV
E_HOMO (alpha / beta) = -0.255 / -0.273 hartree
HOMO-LUMO gap (alpha / beta) = 6.3386 / 7.0827 eV
Charge = 0

***

2.
DFT (ωB97M-V with the def2-TZVPD basis set) results for an isolated ion of composition C5H13N2O and charge +1 at a distorted geometry.

XYZ file:
```
21
Properties=species:S:1:pos:R:3
C -1.9051 -0.7000 -0.2298
C -0.6520 -1.5566 -0.3542
C -1.5075 0.6651 -0.5327
C 0.5838 0.3327 0.4470
C 2.7486 1.0442 -0.2566
N -1.9471 1.8304 -0.0386
N 0.3477 -1.1405 0.7335
O 1.4196 0.5218 -0.6338
H -2.5909 -1.0122 -1.0269
H -2.4188 -0.7609 0.8034
H -0.8500 -2.6978 -0.3261
H -0.3191 -1.1745 -1.2988
H -1.0692 0.7750 -1.4495
H 1.0214 0.9051 1.3682
H 2.7244 2.1841 -0.5554
H 3.4813 0.4318 -0.8607
H 2.9227 0.9172 0.8148
H -2.4628 1.9984 0.7810
H -1.2548 2.5531 -0.2137
H -0.1787 -1.2063 1.5734
H 1.2205 -1.8285 0.7577
```

Output
Maximum force = 4.11 eV Å⁻¹
Energy above the lowest of the compared OMol25 structures with the same formula, charge and spin = 4.758 eV
E_HOMO = -0.425 hartree
HOMO-LUMO gap = 8.6040 eV
Charge = +1

***

Number 1: E -12440.182 eV. Number 2: E -10413.438 eV.